# 1
Molecular formula: C6H13NO
Method: DFT, ωB97M-V/def2-TZVPD

Electronic energy in hartree: -366.35995
Relative energy (zero: lowest compared OMol25 entry of this formula, charge and spin) in eV: 2.012
Kohn-Sham gap in eV: 9.28
Charge: 0
HOMO in Eh: -0.308
Spin multiplicity: 1

Positions of all 21 atoms, in Å:
C: -1.917 0.598 -2.195
C: -1.207 1.223 -1.277
C: -0.922 0.605 0.057
N: -1.170 1.513 1.088
C: -0.343 -0.587 0.203
C: 0.221 -1.075 1.524
C: 1.554 -1.803 1.280
H: -2.130 1.052 -3.156
H: -2.363 -0.384 -2.100
H: -0.667 2.142 -1.475
H: -0.953 1.252 2.038
H: -0.878 2.463 0.921
H: -0.216 -1.300 -0.585
H: 0.394 -0.231 2.194
H: -0.444 -1.737 2.046
H: 1.805 -2.646 1.921
H: 1.544 -2.224 0.274
H: 2.434 -1.155 1.260
O: 2.046 0.934 -1.580
H: 2.080 0.673 -0.651
H: 1.132 0.687 -1.788



# 2
Molecular formula: C6H13NO
Method: DFT, ωB97M-V/def2-TZVPD

Electronic energy in hartree: -366.33129
Relative energy (zero: lowest compared OMol25 entry of this formula, charge and spin) in eV: 2.792
Kohn-Sham gap in eV: 8.97
Charge: 0
HOMO in Eh: -0.298
Spin multiplicity: 1

Positions of all 21 atoms, in Å:
C: 1.758 -0.733 -1.416
C: 0.468 -0.960 -1.310
C: -0.356 -0.010 -0.498
C: -0.661 1.149 -1.135
C: -1.503 2.216 -0.508
N: -0.525 -0.227 0.884
C: -0.690 -1.606 1.357
H: 2.326 -1.251 -2.188
H: 2.221 0.054 -0.824
H: -0.127 -1.848 -1.546
H: -0.462 1.234 -2.187
H: -1.356 3.250 -0.860
H: -1.373 2.299 0.591
H: -2.542 2.014 -0.728
H: -1.344 0.335 1.113
H: -1.725 -1.948 1.378
H: -0.262 -1.746 2.354
H: -0.074 -2.293 0.780
O: 2.408 -0.252 1.441
H: 2.225 0.213 2.272
H: 1.592 0.109 1.031



# 3
Molecular formula: C6H13NO
Method: DFT, ωB97M-V/def2-TZVPD

Electronic energy in hartree: -366.36440
Relative energy (zero: lowest compared OMol25 entry of this formula, charge and spin) in eV: 1.891
Kohn-Sham gap in eV: 10.22
Charge: 0
HOMO in Eh: -0.335
Spin multiplicity: 1

Positions of all 21 atoms, in Å:
C: 0.717 -2.584 -0.846
C: 1.249 -1.581 -0.167
C: 0.982 -0.113 -0.498
N: 0.560 0.063 -1.869
C: -0.187 0.273 0.407
C: 0.134 0.203 1.892
O: -0.557 1.661 0.007
C: -1.921 1.971 0.102
H: 0.009 -2.398 -1.638
H: 0.984 -3.611 -0.648
H: 1.970 -1.757 0.619
H: 1.864 0.485 -0.217
H: 0.142 0.994 -1.945
H: 1.347 -0.033 -2.500
H: -1.057 -0.346 0.154
H: 0.300 -0.827 2.187
H: 1.019 0.791 2.119
H: -0.696 0.599 2.472
H: -2.531 1.298 -0.515
H: -2.046 2.994 -0.258
H: -2.283 1.917 1.139



# 4
Molecular formula: C6H13NO
Method: DFT, ωB97M-V/def2-TZVPD

Electronic energy in hartree: -366.27960
Relative energy (zero: lowest compared OMol25 entry of this formula, charge and spin) in eV: 4.199
Kohn-Sham gap in eV: 8.74
Charge: 0
HOMO in Eh: -0.291
Spin multiplicity: 1

Positions of all 21 atoms, in Å:
C: 1.637 0.975 0.563
C: 0.436 1.095 0.021
C: -0.655 0.412 0.638
C: -1.107 -0.862 0.422
C: -2.148 -1.426 1.490
N: 0.197 1.910 -1.031
C: -1.064 1.884 -1.935
H: 1.745 0.396 1.433
H: 2.583 1.400 0.319
H: -1.154 0.972 1.466
H: -0.591 -1.636 -0.242
H: -2.571 -0.458 1.888
H: -2.880 -2.086 1.084
H: -1.643 -1.771 2.353
H: 1.054 2.024 -1.657
H: -1.749 1.021 -2.132
H: -0.614 2.168 -2.838
H: -1.859 2.801 -1.459
O: 3.531 -3.240 -0.027
H: 3.953 -2.455 0.315
H: 2.902 -3.126 -0.670



# 5
Molecular formula: C6H13NO
Method: DFT, ωB97M-V/def2-TZVPD

Electronic energy in hartree: -365.97386
Relative energy (zero: lowest compared OMol25 entry of this formula, charge and spin) in eV: 3.703
⟨S²⟩: 0.765
Kohn-Sham gap (alpha / beta) in eV: 11.78 / 4.73
Charge: +1
HOMO (alpha / beta) in Eh: -0.540 / -0.497
Spin multiplicity: 2

Positions of all 21 atoms, in Å:
C: -0.739 -1.006 1.829
O: -1.732 -0.528 2.626
C: -0.529 -0.047 0.659
C: 0.239 -0.868 -0.429
C: 1.184 0.020 -1.115
C: 2.487 0.067 -0.998
C: 0.567 1.186 -2.027
N: -1.932 0.379 0.069
H: 0.054 -0.978 2.432
H: -1.011 -2.062 1.602
H: -1.501 0.301 3.059
H: -0.189 1.005 0.881
H: 0.819 -1.595 0.162
H: -0.499 -1.516 -1.034
H: 3.220 0.757 -1.417
H: 3.040 -0.757 -0.333
H: 1.164 1.480 -2.804
H: 0.618 2.135 -1.351
H: -0.397 1.218 -2.557
H: -2.338 1.175 0.551
H: -2.523 -0.368 0.195



# 6
Molecular formula: C6H13NO2
Method: DFT, ωB97M-V/def2-TZVPD

Electronic energy in hartree: -441.66555
Relative energy (zero: lowest compared OMol25 entry of this formula, charge and spin) in eV: 0.393
Kohn-Sham gap in eV: 10.43
Charge: 0
HOMO in Eh: -0.352
Spin multiplicity: 1

Positions of all 22 atoms, in Å:
C: 2.948 0.667 0.313
N: 2.179 0.661 -0.916
C: 1.356 -0.380 -1.222
C: 0.615 -0.251 -2.536
O: 1.235 -1.345 -0.473
H: 3.542 1.595 0.361
H: 3.636 -0.194 0.352
H: 2.285 0.627 1.194
H: 2.252 1.448 -1.566
H: 1.320 -0.179 -3.382
H: -0.017 -1.143 -2.681
H: -0.031 0.643 -2.540
C: -1.481 0.043 2.397
C: -2.038 0.350 1.026
C: -2.830 -0.755 0.365
O: -1.858 1.428 0.483
H: -0.918 0.907 2.786
H: -0.804 -0.826 2.349
H: -2.300 -0.188 3.098
H: -2.199 -1.649 0.230
H: -3.698 -1.028 0.988
H: -3.194 -0.429 -0.624



# 7
Molecular formula: C6H13NO2
Method: DFT, ωB97M-V/def2-TZVPD

Electronic energy in hartree: -441.59607
Relative energy (zero: lowest compared OMol25 entry of this formula, charge and spin) in eV: 2.284
Kohn-Sham gap in eV: 9.71
Charge: 0
HOMO in Eh: -0.330
Spin multiplicity: 1

Positions of all 22 atoms, in Å:
C: 0.323 -2.747 -0.727
C: 0.297 -1.530 0.167
O: -0.177 -1.552 1.277
C: 0.884 -0.270 -0.464
N: 0.604 1.008 0.178
C: 1.121 1.133 1.542
C: -0.805 1.595 -0.048
C: -1.938 0.625 -0.337
O: -0.470 2.384 -1.131
H: 1.272 -2.829 -1.256
H: 0.134 -3.643 -0.142
H: -0.465 -2.648 -1.477
H: 0.551 -0.196 -1.502
H: 1.971 -0.411 -0.497
H: 1.075 2.183 1.831
H: 2.159 0.801 1.565
H: 0.553 0.540 2.260
H: -1.025 2.180 0.861
H: -1.747 0.059 -1.248
H: -2.837 1.215 -0.510
H: -2.111 -0.039 0.509
H: 0.630 2.143 -0.852



# 8
Molecular formula: C6H13NO2
Method: DFT, ωB97M-V/def2-TZVPD

Electronic energy in hartree: -441.58268
Relative energy (zero: lowest compared OMol25 entry of this formula, charge and spin) in eV: 2.648
Kohn-Sham gap in eV: 10.01
Charge: 0
HOMO in Eh: -0.336
Spin multiplicity: 1

Positions of all 22 atoms, in Å:
H: -0.145 2.409 0.085
N: -1.035 1.975 0.319
C: -1.090 0.725 0.110
C: -2.354 0.008 0.485
C: -0.293 0.012 -1.105
O: 0.296 0.990 -1.932
C: 0.782 -0.763 -0.385
C: 0.418 -2.162 0.056
O: 0.948 0.071 0.932
C: 2.059 0.945 0.960
H: -2.177 -1.048 0.674
H: -3.066 0.070 -0.338
H: -2.793 0.475 1.363
H: -0.970 -0.650 -1.660
H: -0.361 1.689 -2.067
H: 1.728 -0.721 -0.934
H: 0.138 -2.769 -0.804
H: -0.409 -2.142 0.762
H: 1.259 -2.612 0.577
H: 2.040 1.636 0.111
H: 2.991 0.373 0.888
H: 2.037 1.490 1.903



Q: Look up the electronic energy of the fourth one.
A: -366.27960 hartree